ORCA calculation (the ωB97M-V functional and the def2-TZVPD basis) on a structure of composition C5H6N2O.

Computed properties:
gap between HOMO and LUMO: 9.639 eV
lowest unoccupied orbital energy: 0.00093 Eh
E_HOMO: -9.6 eV

CARTESIAN COORDINATES (ANGSTROEM)
H  -2.522  1.132  -1.040
H  0.598  1.026  1.636
H  1.522  2.319  0.549
H  0.520  -1.474  -1.638
C  0.662  1.221  0.266
C  1.205  0.007  -0.284
N  -0.671  1.771  -0.202
O  2.442  -0.030  -0.489
N  -1.262  -0.754  -0.407
H  0.039  -1.154  1.500
H  -0.668  -2.487  0.881
C  -0.534  -1.498  0.518
C  0.225  -0.931  -0.796
C  -1.556  0.852  -0.496

ORCA calculation (the ωB97M-V functional and the def2-TZVPD basis) on a cluster of 2 separate species, C5H8N in total.

Computed properties:
gap between HOMO and LUMO (spin up / spin down): 9.150 / 6.995 eV
lowest unoccupied orbital energy (spin up / spin down): -0.16981 / -0.22974 Eh
net charge: +1
E_HOMO (spin up / spin down): -13.8 / -13.2 eV

CARTESIAN COORDINATES (ANGSTROEM)
N  -0.165  -0.935  -1.034
H  -0.347  1.401  -1.465
H  -0.027  -1.687  1.736
C  -0.456  -1.432  -2.029
H  -0.520  -2.134  -2.851
C  1.340  -0.271  0.899
C  0.086  -0.472  0.110
H  -0.607  0.094  2.206
C  -0.819  1.955  -0.600
H  -1.943  1.885  -0.584
H  1.792  0.782  0.981
H  -0.293  2.582  0.170
H  2.014  -1.107  0.929
C  -0.053  -0.661  1.535

ORCA calculation (the ωB97M-V functional and the def2-TZVPD basis) on a cluster of 6 separate species, C14H40F3N5O8S in total.

Computed properties:
gap between HOMO and LUMO: 8.654 eV
lowest unoccupied orbital energy: 0.01098 Eh
E_HOMO: -8.4 eV

CARTESIAN COORDINATES (ANGSTROEM)
F  17.449  -23.077  -20.730
H  20.690  -17.915  -16.688
C  20.214  -23.176  -13.266
C  22.882  -14.700  -17.802
H  24.150  -18.847  -14.947
H  20.254  -19.410  -16.933
N  20.849  -21.123  -16.915
C  17.907  -20.311  -15.039
H  16.583  -21.693  -16.434
H  20.017  -21.682  -17.038
H  20.844  -16.091  -18.562
H  17.047  -15.354  -18.532
H  15.564  -18.285  -19.728
H  16.713  -19.228  -18.841
H  24.021  -16.888  -16.453
H  16.035  -16.102  -19.794
H  23.819  -21.314  -18.218
C  22.477  -16.186  -17.589
H  23.000  -19.835  -18.048
H  20.713  -25.352  -16.872
C  17.842  -21.779  -14.923
O  18.773  -20.122  -18.746
H  19.256  -18.212  -17.204
C  21.567  -24.994  -16.297
O  22.505  -17.930  -15.804
O  18.960  -22.521  -17.998
H  17.627  -19.856  -15.989
H  22.625  -19.295  -14.298
N  16.664  -16.160  -19.007
H  20.658  -15.614  -17.023
O  19.964  -18.542  -16.645
O  21.836  -23.587  -16.406
C  21.878  -23.075  -17.786
N  16.549  -22.091  -15.507
H  22.481  -25.587  -16.344
H  23.966  -14.626  -17.715
H  17.310  -19.825  -14.267
H  22.865  -23.399  -18.116
N  16.368  -18.321  -19.118
O  17.918  -17.495  -17.752
H  21.241  -23.505  -18.559
O  16.731  -21.347  -18.297
C  23.183  -18.433  -14.663
S  18.217  -21.461  -18.690
H  22.896  -15.854  -15.439
H  17.774  -23.403  -13.685
H  17.189  -21.995  -12.880
H  21.184  -23.014  -12.795
C  22.993  -16.637  -16.191
H  23.327  -20.846  -16.529
F  17.579  -20.945  -21.273
C  23.077  -20.821  -17.589
H  20.532  -23.217  -14.308
F  19.425  -22.166  -21.063
H  19.785  -24.126  -12.946
C  21.766  -21.524  -17.903
H  22.468  -14.187  -16.933
H  16.592  -23.050  -15.820
H  18.607  -22.233  -15.552
C  17.995  -22.348  -13.523
C  18.166  -21.946  -20.610
H  22.403  -14.270  -18.682
H  23.231  -17.728  -13.832
H  18.904  -19.887  -14.920
H  21.268  -21.691  -16.193
H  21.381  -21.317  -18.901
O  19.315  -22.086  -12.965
H  21.237  -25.180  -15.275
C  17.022  -17.307  -18.556
H  23.033  -16.752  -18.336
N  21.072  -16.327  -17.607

ORCA calculation (the ωB97M-V functional and the def2-TZVPD basis) on the molecule CH2ClNOS2.

Computed properties:
gap between HOMO and LUMO: 9.493 eV
lowest unoccupied orbital energy: 0.00850 Eh
E_HOMO: -9.3 eV
structure (SMILES): O=C(Cl)N(S)S

CARTESIAN COORDINATES (ANGSTROEM)
H  0.346  1.990  0.114
O  -1.781  1.995  0.152
H  -1.604  -2.082  -1.399
S  -1.170  -1.704  -0.114
N  -0.883  -0.026  -0.121
Cl  -3.482  -0.023  0.054
C  -1.925  0.808  0.035
S  0.723  0.587  0.056

Record-wise relative energy (zero: lowest compared OMol25 entry of this formula, charge and spin) values, in eV: 6.025, 7.229, 0.000, 0.199